Formula: C4H11NS
Source: the OMol25 dataset
Level of theory: ωB97M-V/def2-TZVPD

The calculation puts the energy relative to the best compared isomer or geometry (same formula, charge and spin) at 118.2 kJ/mol. The value obtained for the frontier orbital gap is 8.7 eV. The max |F| comes out at 2.01 eV Å⁻¹.

Bonds (Å) are listed after each position.
Geometry (Å):
1 C 0.42558 2.59087 0.78103  C2 1.499, H5 1.089, H6 1.091, H7 1.092
2 C 1.01761 1.38085 0.12374  C1 1.499, C3 1.324, H8 1.086
3 C 0.45440 0.79054 -0.91899  C2 1.324, N4 1.431, H9 1.082
4 N 0.92736 -0.44199 -1.47116  C3 1.431, H10 1.013, H11 1.015
5 H -0.43410 2.94858 0.21552  C1 1.089
6 H 0.10796 2.38259 1.80352  C1 1.091
7 H 1.15955 3.39807 0.82906  C1 1.092
8 H 1.90188 0.94879 0.58314  C2 1.086
9 H -0.45502 1.15237 -1.37971  C3 1.082
10 H 0.92987 -0.47611 -2.48343  N4 1.013
11 H 1.84566 -0.66573 -1.10038  N4 1.015
12 C -1.61795 -2.46301 0.91939  S13 1.810, H14 1.088, H15 1.089, H16 1.089
13 S -0.90061 -2.71606 -0.72284  C12 1.810, H17 1.517
14 H -2.23803 -1.56941 0.95183  C12 1.088
15 H -2.24447 -3.33278 1.11224  C12 1.089
16 H -0.87311 -2.41485 1.71255  C12 1.089
17 H -0.00658 -1.51271 -0.95550  S13 1.517

Results of the Mulliken charge analysis, in e, for atoms 1 through 2: atom 1 (C): -1.1282, atom 2 (C): -0.1056